Entry 1:
# C24H57F9I2N16O12S2

9 unconnected molecules or ions with the total composition C24H57F9I2N16O12S2 (wB97M-V/def2-TZVPD, the OMol25 dataset).

ORCA input file:
```
! RIJCOSX wB97M-V def2-TZVPD def2/J DEFGRID3
* xyz 0 1
C 8.845 2.783 -0.222
O 7.797 3.313 -1.005
C 7.841 2.951 -2.380
C 6.505 2.381 -2.827
C 5.329 3.357 -2.642
C 4.640 3.197 -1.286
C 3.913 4.455 -0.828
C 3.309 4.377 0.567
C 2.061 3.498 0.634
C 0.909 3.934 -0.289
C -0.117 2.767 -0.344
C -1.132 2.780 -1.491
C -2.190 1.707 -1.398
F -3.010 1.956 -0.340
F -2.982 1.777 -2.504
C -1.651 0.205 -1.387
F -0.390 0.231 -1.833
F -2.379 -0.527 -2.232
S -1.660 -0.784 0.266
F -1.349 0.538 1.091
F -0.089 -1.072 0.173
F -1.925 -2.144 -0.525
F -3.228 -0.546 0.374
F -1.706 -1.590 1.616
C 0.128 5.206 0.192
I 0.973 7.147 -0.199
C -0.280 5.110 1.680
C 0.621 5.754 2.735
I -2.274 5.922 1.861
S 1.560 4.091 -1.963
O 0.690 4.909 -2.755
O 1.861 2.743 -2.386
O 2.902 4.885 -1.807
H 8.861 3.330 0.723
H 9.818 2.905 -0.714
H 8.692 1.716 -0.013
H 8.642 2.220 -2.557
H 8.084 3.849 -2.965
H 6.306 1.456 -2.271
H 6.600 2.095 -3.881
H 4.605 3.206 -3.448
H 5.703 4.385 -2.739
H 5.401 2.996 -0.523
H 3.963 2.339 -1.313
H 4.640 5.272 -0.849
H 4.080 3.934 1.209
H 3.119 5.380 0.955
H 1.696 3.445 1.660
H 2.347 2.475 0.369
H 0.438 1.826 -0.348
H -0.670 2.798 0.596
H -1.732 3.697 -1.466
H -0.659 2.716 -2.471
H -0.771 5.245 -0.418
H -0.423 4.066 1.950
H 0.484 5.222 3.681
H 1.676 5.680 2.466
H 0.391 6.803 2.907
N 3.297 -5.194 -0.043
C 3.294 -4.479 1.117
N 2.323 -3.516 1.219
O 4.105 -4.661 2.008
H 2.638 -5.061 -0.784
H 4.001 -5.903 -0.135
H 2.298 -3.003 2.079
H 1.640 -3.324 0.511
N -2.204 -7.084 -2.298
C -1.669 -6.106 -1.525
N -1.870 -4.840 -1.995
O -1.079 -6.340 -0.476
H -2.699 -6.890 -3.152
H -2.090 -8.030 -1.986
H -1.494 -4.072 -1.474
H -2.404 -4.666 -2.828
N -5.170 -6.715 -6.139
C -4.562 -5.736 -5.414
N -4.676 -4.471 -5.905
O -3.955 -5.983 -4.379
H -5.674 -6.541 -6.987
H -5.101 -7.655 -5.794
H -4.243 -3.731 -5.386
H -5.171 -4.250 -6.748
N -6.007 2.467 -0.062
C -7.041 3.357 0.027
N -8.072 2.973 0.846
O -7.051 4.414 -0.574
H -5.984 1.594 0.430
H -5.231 2.719 -0.643
H -8.843 3.606 0.936
H -8.083 2.110 1.355
N 4.192 0.724 4.166
C 3.124 0.829 3.322
N 2.858 -0.290 2.582
O 2.472 1.856 3.225
H 4.740 -0.110 4.264
H 4.413 1.525 4.727
H 2.098 -0.255 1.928
H 3.437 -1.108 2.617
N 3.001 8.452 6.228
C 1.897 8.628 5.438
N 0.870 9.325 6.012
O 1.833 8.193 4.303
H 3.074 8.803 7.164
H 3.770 7.947 5.832
H 0.049 9.469 5.455
H 0.901 9.691 6.944
N -1.902 -8.451 2.373
C -3.106 -8.840 1.847
N -3.302 -8.459 0.555
O -3.929 -9.472 2.495
H -1.229 -7.922 1.846
H -1.708 -8.705 3.322
H -4.167 -8.720 0.111
H -2.616 -7.928 0.048
N -7.400 -10.116 0.649
C -6.895 -9.434 -0.416
N -7.696 -8.449 -0.928
O -5.791 -9.679 -0.876
H -8.292 -9.919 1.060
H -6.797 -10.794 1.080
H -7.335 -7.924 -1.702
H -8.598 -8.223 -0.557
*
```

Calculated values
LUMO level	-0.0004	Ha
HOMO-LUMO gap	8.890	eV
SMILES	COCCCC[C@@H]1CC[C@@](CCC(F)(F)C(F)(F)S(F)(F)(F)(F)F)([C@H](I)[C@@H](C)I)S(=O)(=O)O1.NC(N)=O.NC(N)=O.NC(N)=O.NC(N)=O.NC(N)=O.NC(N)=O.NC(N)=O.NC(N)=O

Entry 2:
# C24H57FNO2PS2

4 unconnected molecules or ions with the total composition C24H57FNO2PS2 (wB97M-V/def2-TZVPD, the OMol25 dataset).

ORCA input file:
```
! RIJCOSX wB97M-V def2-TZVPD def2/J DEFGRID3
* xyz 0 1
C -0.675 -0.443 1.186
C 0.348 0.584 0.404
C 0.447 2.083 1.069
C -0.659 3.160 0.443
C -2.130 2.448 0.132
C -3.350 3.548 0.003
N -4.731 2.947 0.148
P -5.086 2.406 1.809
S -4.401 3.558 3.219
S -5.041 1.689 -1.033
O -6.548 1.870 -1.461
O -4.749 0.252 -0.541
F -4.117 1.911 -2.490
H -1.588 -0.628 0.454
H -1.135 0.031 2.170
H -0.201 -1.495 1.423
H 0.036 0.717 -0.732
H 1.449 0.125 0.425
H 1.511 2.514 0.750
H 0.445 2.096 2.247
H -0.871 4.017 1.240
H -0.263 3.681 -0.548
H -2.040 1.722 -0.788
H -2.355 1.782 1.095
H -3.129 4.430 0.776
H -3.228 4.051 -1.071
H -6.511 2.286 2.012
H -4.535 1.070 2.056
C 3.865 2.918 -2.033
C 4.576 2.417 -0.785
C 5.029 3.547 0.145
C 6.054 4.516 -0.454
C 7.350 3.869 -0.952
C 8.144 3.192 0.154
H 4.521 3.538 -2.651
H 3.538 2.071 -2.644
H 2.981 3.507 -1.768
H 5.426 1.790 -1.070
H 3.887 1.768 -0.230
H 5.436 3.105 1.061
H 4.149 4.125 0.457
H 6.302 5.269 0.304
H 5.596 5.065 -1.284
H 7.976 4.649 -1.403
H 7.139 3.148 -1.748
H 8.408 3.908 0.939
H 9.073 2.777 -0.250
H 7.586 2.370 0.609
C -3.335 -1.632 -5.608
C -2.624 -2.133 -4.360
C -2.171 -1.003 -3.430
C -1.146 -0.034 -4.029
C 0.150 -0.681 -4.527
C 0.944 -1.358 -3.421
H -2.679 -1.012 -6.226
H -3.662 -2.479 -6.219
H -4.219 -1.043 -5.343
H -1.774 -2.760 -4.645
H -3.313 -2.782 -3.805
H -1.764 -1.445 -2.514
H -3.051 -0.425 -3.118
H -0.898 0.719 -3.271
H -1.604 0.515 -4.859
H 0.776 0.099 -4.978
H -0.061 -1.402 -5.323
H 1.208 -0.642 -2.636
H 1.873 -1.773 -3.825
H 0.386 -2.180 -2.966
C -2.239 -2.551 4.076
C -0.916 -3.299 4.005
C -0.981 -4.554 3.130
C -1.950 -5.639 3.612
C -1.696 -6.158 5.030
C -0.342 -6.833 5.187
H -3.026 -3.162 4.527
H -2.128 -1.649 4.688
H -2.567 -2.244 3.079
H -0.580 -3.552 5.016
H -0.158 -2.625 3.589
H 0.028 -4.976 3.047
H -1.268 -4.262 2.112
H -1.902 -6.482 2.912
H -2.978 -5.261 3.556
H -2.479 -6.885 5.279
H -1.789 -5.346 5.759
H -0.247 -7.680 4.499
H -0.228 -7.213 6.207
H 0.480 -6.139 4.998
*
```

Calculated values
LUMO level	-0.0563	Ha
HOMO-LUMO gap	7.968	eV
SMILES	CCCCCCN([PH2]=S)S(=O)(=O)F.CCCCCC.CCCCCC.CCCCCC

Entry 3:
# C24H58CrN8O14SV

A molecular structure, C24H58CrN8O14SV (wB97M-V/def2-TZVPD, the OMol25 dataset).

ORCA input file:
```
! RIJCOSX wB97M-V def2-TZVPD def2/J DEFGRID3
* xyz 2 8
Cr -4.121 -0.241 -0.373
V -2.115 -3.363 0.336
O -5.576 0.018 1.035
H -6.041 0.871 0.934
O -3.985 -2.156 0.074
H -4.424 -3.023 0.178
S -1.476 -0.235 0.115
O -1.105 -1.602 0.343
O -0.511 0.797 0.297
O -2.181 -0.132 -1.140
O -2.647 0.024 0.884
C -3.810 3.099 -0.431
O -4.039 1.846 -0.347
N -3.093 3.836 0.529
C -2.487 3.343 1.711
C -2.882 5.183 0.121
H -4.072 3.683 -1.327
H -2.491 4.135 2.459
H -1.446 3.127 1.471
H -2.934 2.429 2.101
H -2.122 5.335 -0.645
H -3.774 5.653 -0.294
H -2.525 5.718 1.001
C 0.408 -5.415 0.890
O -0.199 -4.314 0.767
N 0.530 -6.091 2.044
C 1.513 -7.208 2.161
C -0.227 -5.799 3.251
H 0.998 -5.789 0.039
H 1.061 -8.193 2.276
H 2.325 -6.950 2.841
H 2.237 -7.319 1.354
H 0.376 -5.279 3.996
H -0.987 -5.062 2.992
H -0.655 -6.669 3.749
C 0.434 1.060 -4.529
O 1.168 0.487 -5.290
N -0.792 1.377 -4.865
C -1.393 1.297 -6.180
C -1.659 1.860 -3.836
H 0.626 1.229 -3.458
H -1.939 2.213 -6.404
H -2.198 0.562 -6.219
H -0.730 1.216 -7.041
H -2.313 2.603 -4.293
H -2.206 1.065 -3.328
H -1.124 2.500 -3.136
C 1.789 2.664 2.388
O 1.574 3.824 2.689
N 2.654 1.855 2.950
C 2.597 0.387 2.670
C 3.472 2.325 4.090
H 1.341 2.227 1.483
H 2.342 0.261 1.617
H 1.798 -0.030 3.283
H 3.529 -0.067 3.003
H 3.517 1.580 4.884
H 4.447 2.607 3.693
H 3.168 3.240 4.599
C -1.561 -2.512 -3.180
O -2.145 -2.783 -2.143
N -0.701 -3.447 -3.710
C 0.116 -3.004 -4.726
C -0.320 -4.786 -3.055
H -1.748 -1.653 -3.844
H 0.320 -3.790 -5.453
H 1.086 -2.817 -4.265
H -0.182 -2.014 -5.073
H -0.806 -5.505 -3.714
H 0.769 -4.751 -3.018
H -0.745 -4.886 -2.056
C -0.795 -1.454 5.374
O -0.643 -1.983 6.420
N -0.427 -0.174 5.062
C -0.896 0.361 3.749
C 0.082 0.783 6.062
H -1.368 -1.861 4.527
H -1.355 1.350 3.773
H -1.741 -0.263 3.457
H -0.131 0.208 2.988
H -0.599 1.628 6.171
H 0.011 0.418 7.086
H 1.060 1.202 5.827
C 3.530 -1.804 -2.892
O 3.991 -2.898 -3.173
N 2.783 -1.482 -1.828
C 2.505 -0.021 -1.643
C 2.261 -2.327 -0.765
H 3.647 -0.859 -3.445
H 3.202 0.261 -0.854
H 1.469 0.302 -1.537
H 2.724 0.677 -2.451
H 1.220 -2.461 -1.060
H 2.818 -3.261 -0.847
H 2.224 -1.904 0.238
C 1.301 5.933 -0.538
O 1.882 6.929 -0.246
N 1.897 4.737 -0.691
C 0.993 3.613 -1.168
C 3.396 4.522 -0.725
H 0.212 5.939 -0.696
H 0.818 2.774 -0.495
H 1.381 3.118 -2.058
H -0.048 3.882 -1.344
H 3.841 5.426 -0.311
H 3.617 3.664 -0.090
H 3.427 4.376 -1.805
*
```

Calculated values
LUMO level (spin up / spin down)	-0.2066 / -0.3634	Ha
HOMO-LUMO gap (spin up / spin down)	7.495 / 3.227	eV
expectation value of S²	15.82

Entry 4:
# C24H59AlBrN7O9P

A molecular structure, C24H59AlBrN7O9P (wB97M-V/def2-TZVPD, the OMol25 dataset).

ORCA input file:
```
! RIJCOSX wB97M-V def2-TZVPD def2/J DEFGRID3
* xyz -1 1
C -1.733 0.828 -4.613
C -0.950 -0.551 -4.161
O 0.357 -0.147 -3.630
Al 0.575 -0.549 -1.810
C 1.442 1.154 -0.956
Br 2.248 -2.298 -1.565
P -1.377 -0.937 -0.621
O -0.985 -1.322 0.892
H -2.332 0.652 -5.628
H -0.874 1.612 -4.885
H -2.406 1.302 -3.776
H -0.726 -1.168 -5.158
H -1.575 -1.266 -3.479
H 1.272 2.039 -1.736
H 2.585 0.973 -0.761
H 0.826 1.416 0.020
H -1.998 -2.136 -1.201
H -2.323 0.149 -0.646
C -2.501 0.744 5.709
O -2.267 1.389 6.723
N -1.682 -0.226 5.170
C -2.032 -0.947 3.963
C -0.431 -0.534 5.830
H -3.426 0.898 5.129
H -2.084 -2.015 4.192
H -1.259 -0.770 3.209
H -2.997 -0.616 3.572
H -0.639 -0.867 6.851
H 0.182 0.372 5.873
H 0.108 -1.317 5.290
C -1.366 -3.710 -6.549
O -1.132 -3.065 -5.535
N -0.547 -4.679 -7.088
C -0.896 -5.400 -8.295
C 0.705 -4.987 -6.428
H -2.291 -3.555 -7.129
H -0.949 -6.469 -8.066
H -0.124 -5.224 -9.049
H -1.862 -5.069 -8.687
H 0.496 -5.320 -5.407
H 1.317 -4.082 -6.385
H 1.244 -5.771 -6.968
C -4.464 2.781 -2.077
O -3.412 2.157 -2.100
N -5.219 3.036 -0.952
C -6.458 3.785 -1.008
C -4.760 2.540 0.329
H -4.904 3.203 -2.996
H -6.364 4.672 -0.374
H -7.270 3.154 -0.637
H -6.684 4.098 -2.031
H -3.773 2.961 0.540
H -4.675 1.450 0.278
H -5.457 2.818 1.124
C 3.113 -1.995 6.571
O 2.194 -1.544 5.899
N 3.614 -1.431 7.725
C 4.706 -2.028 8.465
C 3.029 -0.199 8.215
H 3.629 -2.928 6.288
H 4.364 -2.257 9.478
H 5.535 -1.316 8.509
H 5.050 -2.949 7.985
H 1.965 -0.364 8.411
H 3.131 0.573 7.447
H 3.527 0.126 9.132
C -7.439 7.625 0.441
O -7.583 7.041 -0.625
N -8.028 7.267 1.635
C -7.808 8.013 2.857
C -8.896 6.108 1.671
H -6.801 8.520 0.526
H -7.366 7.347 3.604
H -8.770 8.386 3.223
H -7.136 8.859 2.688
H -8.328 5.229 1.353
H -9.725 6.263 0.974
H -9.287 5.949 2.679
C 3.616 -5.496 -9.028
O 2.485 -5.901 -9.263
N 4.136 -4.288 -9.442
C 5.488 -3.880 -9.122
C 3.303 -3.396 -10.223
H 4.333 -6.095 -8.442
H 5.451 -2.948 -8.550
H 6.038 -3.716 -10.053
H 6.002 -4.644 -8.532
H 2.411 -3.144 -9.643
H 2.995 -3.908 -11.139
H 3.848 -2.483 -10.477
C 7.553 -0.572 7.343
O 7.697 -0.556 8.559
N 8.181 0.272 6.451
C 7.958 0.190 5.023
C 9.095 1.275 6.959
H 6.881 -1.295 6.852
H 8.911 -0.014 4.526
H 7.558 1.145 4.671
H 7.249 -0.607 4.780
H 9.902 0.778 7.504
H 8.555 1.931 7.648
H 9.513 1.866 6.140
*
```

Calculated values
LUMO level	0.0672	Ha
HOMO-LUMO gap	6.509	eV